117
Properties=species:S:1:pos:R:3:lowdin_charge:R:1 method="wB97M-V/def2-TZVPD" orbital_gap_ev=7.62 energy_ev=-224642.295 total_charge=+1
C -2.448 3.558 2.730 -0.137
C -2.623 2.560 3.987 -0.242
C -3.697 1.365 3.678 -0.152
C -2.783 0.047 3.404 -0.155
C -3.000 -1.262 4.199 0.034
C -2.059 -2.462 3.912 -0.150
C -2.311 -3.811 4.751 -0.167
C -3.896 -4.184 4.821 -0.247
C -4.570 -3.610 6.191 -0.556
Cl -6.344 -3.146 5.855 0.448
C -0.944 -2.306 2.853 -0.324
C -0.743 -1.012 2.020 -0.177
C -1.694 0.196 2.308 0.051
N 0.278 -0.802 0.966 -0.052
C 1.570 -0.525 1.680 -0.216
O 2.004 0.839 1.399 -0.210
C 3.291 0.942 2.111 -0.100
C 0.516 -2.014 0.149 -0.128
C 0.769 -1.812 -1.363 -0.113
O 0.722 -0.469 -1.887 -0.038
C 1.040 -3.006 -2.357 -0.039
C 1.288 -2.582 -3.874 -0.605
Br 0.122 -3.042 -5.395 0.707
C 2.435 -1.776 -4.136 -0.647
C 3.503 -1.306 -3.053 -0.134
Br 2.778 -1.151 -6.012 0.590
C 1.051 -4.468 -1.827 -0.076
O 1.256 -5.584 -2.731 0.005
C -0.056 -6.099 -3.056 -0.298
O -0.924 -6.372 -2.177 0.069
C -0.517 -6.402 -4.572 -0.107
C 0.251 -7.314 -5.551 0.001
C -0.395 -7.515 -6.973 -0.058
C -1.736 -6.842 -7.368 -0.060
C -2.512 -5.897 -6.373 -0.055
C -1.871 -5.709 -4.980 -0.076
C 0.834 -4.675 -0.280 -0.062
C 0.871 -6.137 0.412 -0.091
C 2.366 -6.474 0.965 -0.609
N 2.369 -7.966 1.210 0.045
N 2.647 -5.845 2.296 0.025
N 3.432 -6.167 -0.040 0.066
C 0.569 -3.482 0.682 -0.308
S 0.257 -3.698 2.502 0.927
H -1.413 3.482 2.249 0.042
H -3.242 3.280 1.955 0.076
H -2.616 4.638 3.094 0.075
H -2.947 3.123 4.942 0.107
H -1.592 2.106 4.247 0.109
H -4.245 1.142 4.661 0.108
H -4.385 1.607 2.803 0.111
H -3.824 -1.294 4.979 0.089
H -1.943 -3.711 5.825 0.120
H -1.806 -4.677 4.174 0.095
H -4.482 -3.794 3.919 0.102
H -4.030 -5.330 4.890 0.116
H -4.003 -2.700 6.591 0.067
H -4.584 -4.432 6.995 0.084
H -1.555 1.176 1.720 0.098
H 2.347 -1.291 1.299 0.150
H 1.368 -0.627 2.802 0.147
H 3.541 -0.055 2.624 0.094
H 3.267 1.744 2.930 0.099
H 4.138 1.167 1.370 0.099
H -0.230 -0.231 -1.909 0.118
H 3.466 -1.917 -2.073 0.087
H 3.290 -0.213 -2.745 0.084
H 4.579 -1.320 -3.443 0.080
H 1.220 -7.806 -5.219 0.103
H 0.129 -8.209 -7.711 0.087
H -2.179 -7.045 -8.397 0.085
H -3.503 -5.399 -6.617 0.090
H -2.410 -5.033 -4.228 0.104
H 0.096 -6.233 1.258 0.112
H 0.638 -6.977 -0.332 0.113
H 3.335 -8.322 1.255 0.067
H 1.875 -8.141 2.103 0.085
H 3.556 -6.219 2.639 0.082
H 2.824 -4.826 2.206 0.041
H 4.263 -6.761 0.095 0.072
H 3.750 -5.188 0.109 0.080
C 0.376 9.124 -2.780 -0.093
C 1.377 7.983 -2.901 -0.257
C 0.739 6.595 -2.984 -0.177
C -0.058 6.095 -1.782 -0.081
N 0.689 5.923 -0.447 -0.159
C 0.180 4.667 0.281 -0.110
C 0.897 3.515 -0.390 -0.145
C 2.275 4.055 -0.721 -0.130
C 2.183 5.571 -0.613 -0.079
C 0.545 7.157 0.453 -0.099
C -0.778 7.305 1.212 -0.216
C -2.036 7.592 0.404 -0.095
H -0.208 9.061 -1.860 0.045
H 0.904 10.080 -2.770 0.085
H -0.318 9.129 -3.624 0.087
H 2.093 8.044 -2.076 0.094
H 1.956 8.139 -3.817 0.119
H 1.503 5.857 -3.253 0.113
H 0.050 6.601 -3.837 0.133
H -0.481 5.121 -2.041 0.132
H -0.901 6.758 -1.610 0.102
H 0.485 4.748 1.328 0.138
H -0.907 4.616 0.201 0.127
H 0.382 3.214 -1.306 0.119
H 0.944 2.634 0.254 0.104
H 2.589 3.744 -1.721 0.124
H 3.025 3.677 -0.022 0.119
H 2.626 6.092 -1.456 0.110
H 2.705 5.898 0.291 0.132
H 0.763 8.036 -0.155 0.120
H 1.331 7.084 1.208 0.128
H -0.644 8.146 1.902 0.126
H -0.959 6.436 1.854 0.094
H -1.877 8.402 -0.312 0.072
H -2.844 7.901 1.073 0.087
H -2.389 6.702 -0.123 0.070

---

26
Properties=species:S:1:pos:R:3:lowdin_charge:R:1 method="wB97M-V/def2-TZVPD" orbital_gap_ev="2.09 / 7.13" multiplicity=2 energy_ev=-16720.518 relative_energy_ev=0.8166 total_charge=-2
C -3.538 -2.710 0.219 -0.466
C 0.251 -2.764 0.270 -0.059
C 0.533 -1.399 0.184 -0.380
C -1.068 -3.304 0.411 -0.127
C -2.044 -2.319 0.276 -0.334
C -0.493 -0.406 0.078 -0.011
C -1.814 -0.972 0.093 -0.133
O 1.838 -1.027 0.293 -0.114
H 1.148 -3.336 0.501 0.087
H -1.252 -4.368 0.398 0.046
H -0.352 0.521 -0.453 0.073
H 1.949 0.013 0.841 0.075
H -3.479 -3.527 0.965 -0.006
H -4.032 -3.168 -0.649 -0.027
H -2.630 -0.265 -0.038 0.061
H -4.247 -1.917 0.469 -0.019
C 1.960 2.594 -0.766 -0.154
C 1.307 3.993 -0.806 -0.128
C 2.623 2.297 0.579 -0.649
O 2.598 1.121 1.072 -0.029
O 3.269 3.229 1.089 -0.046
H 1.238 1.812 -0.967 0.073
H 2.662 2.594 -1.597 0.101
H 1.263 4.588 0.111 0.059
H 0.291 4.136 -1.181 0.051
H 2.017 4.585 -1.393 0.054

---

86
Properties=species:S:1:pos:R:3:lowdin_charge:R:1 method="wB97M-V/def2-TZVPD" orbital_gap_ev="4.91 / 5.56" multiplicity=2 energy_ev=-86094.415 relative_energy_ev=5.2311
Ir 0.211 0.379 -0.455 1.411
C -1.072 -3.872 2.165 -0.077
C -2.317 -3.828 1.523 -0.078
C -2.422 -3.505 0.184 -0.012
C -1.244 -3.226 -0.501 -0.118
C -0.950 -2.805 -1.854 -0.240
N 0.363 -2.661 -2.077 0.196
C 0.946 -2.872 -0.878 -0.308
N 2.276 -2.699 -0.642 0.224
C 2.583 -1.860 0.285 -0.311
C 3.905 -1.699 0.890 -0.101
C 5.127 -2.292 0.629 0.002
C 6.196 -1.912 1.431 -0.067
C 6.039 -0.991 2.464 -0.068
C 4.806 -0.411 2.737 -0.001
C 3.749 -0.780 1.927 -0.110
C 2.349 -0.342 1.890 -0.285
N 1.912 0.538 2.786 0.202
C 0.655 0.967 2.726 -0.261
N -0.178 0.881 1.696 0.048
C -1.438 1.298 2.094 -0.232
N -2.533 1.377 1.400 0.223
C -2.594 0.954 0.112 -0.277
N -1.876 -0.005 -0.421 0.044
C -2.049 -0.005 -1.920 -0.305
N -2.013 -2.472 -2.632 0.092
C -3.036 1.130 -2.127 -0.090
C -3.614 1.622 -3.284 0.011
C -4.551 2.637 -3.158 -0.054
C -4.921 3.139 -1.912 -0.068
C -4.358 2.641 -0.749 0.002
C -3.420 1.629 -0.881 -0.096
C -1.354 1.736 3.488 -0.093
C -2.303 2.240 4.360 0.006
C -1.870 2.566 5.639 -0.064
C -0.544 2.390 6.028 -0.064
C 0.406 1.875 5.156 0.004
C -0.026 1.558 3.880 -0.092
N 1.701 -0.952 0.881 0.075
C 0.003 -3.264 0.142 -0.130
C 0.099 -3.592 1.490 -0.018
H -1.033 -4.130 3.215 0.101
H -3.209 -4.054 2.092 0.100
H -3.382 -3.474 -0.313 0.112
H 5.243 -3.013 -0.168 0.119
H 7.173 -2.343 1.254 0.105
H 6.898 -0.727 3.066 0.104
H 4.671 0.301 3.539 0.114
H -3.329 1.248 -4.257 0.117
H -5.003 3.056 -4.047 0.108
H -5.655 3.932 -1.860 0.105
H -4.624 3.023 0.226 0.116
H -3.330 2.376 4.056 0.117
H -2.577 2.968 6.352 0.106
H -0.252 2.661 7.034 0.106
H 1.434 1.731 5.451 0.115
H 1.053 -3.626 2.001 0.113
Cl 4.494 -0.936 -3.792 0.725
C 3.929 0.085 -2.530 -0.635
C 4.764 1.006 -1.929 -0.062
C 4.243 1.778 -0.900 -0.023
C 2.931 1.607 -0.518 -0.103
N 2.122 0.714 -1.121 -0.094
C 2.612 -0.047 -2.107 -0.156
H 5.789 1.109 -2.252 0.116
H 4.851 2.510 -0.390 0.118
H 2.481 2.193 0.269 0.117
H 1.946 -0.790 -2.530 0.090
O 0.043 2.369 -0.481 -0.272
N 0.265 2.946 -1.613 0.021
C 0.514 4.213 -1.579 -0.305
C 0.589 4.932 -0.351 -0.175
N 0.681 5.474 0.657 0.176
C 0.770 4.871 -2.808 -0.178
N 0.985 5.411 -3.797 0.164
F -1.907 -1.445 -6.085 0.030
C -1.556 -1.022 -4.834 -0.211
C -0.692 -0.011 -4.756 -0.013
C -0.115 0.483 -3.530 -0.129
C -0.585 0.313 -2.292 -0.224
C -2.733 -1.254 -2.468 -0.108
C -2.352 -1.764 -3.835 -0.078
H -0.306 0.356 -5.699 0.122
H 0.864 0.938 -3.651 0.091
H -3.772 -1.345 -2.154 0.158
H -3.141 -2.292 -4.367 0.155

---

23
Properties=species:S:1:pos:R:3:lowdin_charge:R:1 method="wB97M-V/def2-TZVPD" orbital_gap_ev="9.08 / 5.35" multiplicity=2 energy_ev=-9549.392 relative_energy_ev=2.0491 total_charge=+1
C 4.288 1.438 1.066 -0.145
C 3.379 0.686 -0.027 -0.153
H 4.314 2.487 0.623 0.068
H 3.721 1.601 2.048 0.074
H 5.327 1.056 1.146 0.066
H 2.581 0.167 0.575 0.038
H 4.057 0.053 -0.588 0.064
H 2.705 1.247 -0.585 0.010
C -0.917 -1.493 1.953 0.012
C -1.812 0.660 -1.794 0.043
C -2.363 -0.692 -1.533 0.061
C -0.760 0.978 -0.992 -0.016
C -2.153 -1.272 -0.317 -0.010
C -0.483 0.192 0.163 0.039
C -1.244 -0.823 0.629 -0.182
H -2.379 1.407 -2.345 0.141
H -2.979 -1.174 -2.375 0.170
H -0.105 1.891 -1.126 0.152
H -2.594 -2.219 -0.212 0.121
H 0.401 0.422 0.741 0.120
H -1.526 -2.368 2.279 0.106
H -1.222 -0.854 2.878 0.148
H 0.091 -1.755 2.053 0.072

---

111
Properties=species:S:1:pos:R:3:lowdin_charge:R:1 method="wB97M-V/def2-TZVPD" orbital_gap_ev=0.15 energy_ev=-165992.259 relative_energy_ev=10.8606
C -1.950 -0.941 -1.081 -0.147
C -0.515 -0.846 -1.801 -0.241
C 0.406 0.377 -1.324 -0.187
C 1.179 0.153 0.064 -0.176
N 0.271 0.238 1.253 -0.197
C 0.517 1.446 2.089 -0.221
C -0.159 2.732 1.337 -0.175
C 0.880 3.472 0.371 -0.196
C 0.629 5.051 0.147 -0.183
C 0.231 5.283 -1.366 -0.072
C 1.432 5.352 -2.384 -0.196
P 3.262 5.103 -1.875 0.744
O 4.006 6.472 -1.758 -0.492
C 1.261 5.615 -3.920 -0.496
Cl 2.689 5.713 -5.073 0.613
C -0.133 5.827 -4.545 -0.035
C -1.337 5.734 -3.550 -0.071
C -2.769 5.919 -4.188 -0.477
Cl -2.917 6.210 -5.982 0.648
C -3.957 5.836 -3.218 -0.534
S -5.655 6.065 -3.972 0.714
N -3.771 5.560 -1.808 -0.417
S -5.269 5.505 -0.876 0.829
C -2.464 5.338 -1.147 -0.350
S -2.621 4.951 0.630 0.931
C -3.424 3.308 0.923 -0.338
C -3.507 2.342 -0.340 -0.392
O -2.683 2.251 -1.269 0.089
O -4.628 1.430 -0.384 -0.048
C -5.874 2.135 -0.584 -0.160
C -7.123 1.119 -0.343 -0.276
C -7.446 0.981 1.244 -0.041
O -8.298 1.614 -1.050 -0.029
C -9.342 0.659 -1.066 -0.417
O -9.188 -0.575 -0.819 0.042
C -10.858 1.093 -1.440 -0.418
S -10.983 1.315 -3.306 0.645
C -1.179 5.449 -2.003 -0.023
C 0.444 -1.016 2.004 -0.973
S 1.108 -1.147 3.547 0.662
S -0.058 -2.649 1.216 0.791
C 1.531 -3.504 0.727 -0.453
C 1.596 -3.953 -0.810 -0.291
C 0.246 -4.617 -1.384 -0.147
H -2.180 -2.067 -0.959 0.067
H -1.988 -0.494 -0.031 0.058
H -2.753 -0.537 -1.792 0.066
H 0.053 -1.833 -1.731 0.058
H -0.727 -0.668 -2.928 0.112
H 1.219 0.509 -2.141 0.118
H -0.232 1.324 -1.359 0.079
H 1.998 0.973 0.114 0.124
H 1.761 -0.839 -0.012 0.115
H -0.062 1.361 3.085 0.111
H 1.621 1.656 2.307 0.123
H -0.707 3.427 2.057 0.089
H -0.966 2.262 0.649 0.084
H 0.971 3.005 -0.679 0.102
H 1.929 3.335 0.846 0.109
H 1.671 5.542 0.294 0.104
H -0.009 5.564 0.935 0.092
H 3.992 4.337 -2.838 0.020
H 3.280 4.524 -0.565 0.017
H -0.227 6.002 -5.664 0.086
H -5.620 5.140 -5.033 -0.071
H -6.003 6.636 -1.237 -0.071
H -4.447 3.519 1.421 0.096
H -2.824 2.736 1.733 0.113
H -5.998 2.505 -1.676 0.146
H -6.055 3.009 0.132 0.085
H -6.761 0.095 -0.692 0.163
H -8.331 0.262 1.438 0.089
H -7.781 1.991 1.700 0.094
H -6.560 0.523 1.824 0.101
H -11.587 0.244 -1.175 0.098
H -11.212 2.014 -0.865 0.084
H -12.129 0.649 -3.740 -0.126
H 2.367 -2.717 0.872 0.080
H 1.808 -4.359 1.453 0.105
H 2.421 -4.759 -0.904 0.118
H 1.928 -3.101 -1.514 0.099
H -0.137 -3.936 -2.237 0.065
H -0.557 -4.802 -0.595 0.061
H 0.433 -5.640 -1.893 0.079
C 5.935 -7.091 -0.168 -0.218
Si 6.681 -6.270 1.363 0.202
C 8.059 -5.147 0.754 -0.212
C 7.436 -7.647 2.395 -0.209
N 5.433 -5.408 2.201 -0.267
Si 5.764 -4.535 3.660 0.202
C 7.000 -3.140 3.412 -0.211
C 6.374 -5.639 5.053 -0.208
C 4.163 -3.734 4.268 -0.217
H 6.708 -7.639 -0.714 0.006
H 5.150 -7.798 0.114 0.011
H 5.509 -6.341 -0.840 0.004
H 8.709 -5.690 0.059 0.009
H 8.686 -4.793 1.574 0.001
H 7.651 -4.282 0.225 0.018
H 6.656 -8.268 2.844 0.022
H 8.073 -7.256 3.190 0.001
H 8.057 -8.290 1.764 0.010
H 8.012 -3.517 3.259 0.001
H 7.023 -2.496 4.298 0.009
H 6.722 -2.522 2.555 0.018
H 5.723 -6.509 5.173 0.023
H 6.375 -5.087 5.999 0.010
H 7.394 -5.986 4.880 0.002
H 3.405 -4.493 4.479 0.017
H 3.770 -3.039 3.521 -0.016
H 4.353 -3.174 5.190 0.011

---

99
Properties=species:S:1:pos:R:3:lowdin_charge:R:1 method="wB97M-V/def2-TZVPD" orbital_gap_ev=6.00 energy_ev=-103652.834 relative_energy_ev=0.0000 total_charge=-1
B 0.507 0.471 1.272 -1.211
F 0.260 0.810 2.567 0.181
F -0.575 -0.288 0.763 0.105
F 0.714 1.630 0.490 0.124
F 1.560 -0.499 1.254 0.099
C -0.637 -3.747 -3.069 0.095
C -0.103 -5.139 -3.157 -0.100
C 0.553 -5.878 -2.018 -0.403
O 0.991 -7.040 -2.107 0.056
C 0.755 -5.157 -0.841 0.079
C 0.173 -3.710 -0.671 -0.006
C -0.554 -3.017 -1.844 -0.367
O -1.025 -1.917 -1.668 0.121
O 0.192 -3.002 0.548 0.091
O -0.281 -5.809 -4.362 0.096
H -1.232 -3.434 -3.957 0.136
H 1.144 -5.594 0.037 0.093
H -0.187 -2.195 0.331 0.019
H 0.056 -6.638 -4.194 0.048
C 1.313 3.398 -5.045 0.111
C 0.868 1.967 -5.298 -0.071
C 0.273 1.186 -4.221 -0.481
O -0.298 0.171 -4.444 0.139
C 0.361 1.713 -2.933 0.103
C 0.932 3.113 -2.609 -0.183
C 1.335 3.957 -3.692 -0.376
O 1.600 5.139 -3.430 0.107
O 1.089 3.561 -1.390 0.131
O 0.854 1.236 -6.500 0.162
H 1.456 4.024 -5.921 0.107
H 0.251 1.094 -1.983 0.132
H 0.846 2.820 -0.771 0.103
H 0.706 0.498 -6.180 -0.060
C 4.140 0.731 -3.939 0.125
C 4.610 2.062 -3.207 -0.069
C 4.439 2.149 -1.758 -0.412
O 4.872 3.159 -1.194 0.087
C 3.662 1.133 -1.110 0.084
C 3.101 -0.089 -1.801 -0.114
C 3.319 -0.220 -3.261 -0.444
O 2.830 -1.106 -3.881 0.143
O 2.550 -1.145 -1.134 0.116
O 5.305 3.043 -3.915 0.087
H 4.060 0.689 -4.940 0.064
H 3.357 1.292 -0.017 0.143
H 2.451 -0.983 -0.216 0.057
H 5.424 3.826 -3.424 0.081
C -4.191 1.852 -2.370 0.098
C -3.534 0.994 -1.307 -0.079
C -4.144 -0.272 -0.833 -0.305
O -3.628 -0.951 0.112 0.056
C -5.361 -0.760 -1.598 0.083
C -5.844 0.046 -2.756 -0.139
C -5.296 1.401 -3.097 -0.411
O -5.865 2.054 -3.953 0.107
O -6.749 -0.619 -3.565 0.010
O -2.370 1.283 -0.604 0.053
H -3.823 2.788 -2.531 0.081
H -5.679 -1.758 -1.155 0.130
H -7.159 -1.531 -3.256 0.182
H -1.984 0.469 -0.178 0.090
C -0.399 6.853 1.102 0.110
C -1.622 6.448 0.258 -0.241
C -2.128 5.056 0.417 -0.385
O -3.088 4.782 -0.142 0.160
C -1.261 4.027 1.139 0.132
C -0.063 4.471 1.880 -0.114
C 0.353 5.872 1.909 -0.423
O 1.296 6.283 2.523 0.117
O 0.665 3.573 2.687 0.055
O -2.300 7.299 -0.384 0.128
H 0.064 7.914 1.197 0.139
H -1.596 3.156 1.240 0.017
H 0.408 2.611 2.584 0.091
H -2.848 6.732 -0.992 0.153
C 3.432 -1.248 6.758 0.093
C 2.339 -1.196 5.861 -0.094
C 1.460 -2.289 5.641 -0.335
O 0.398 -2.326 4.905 0.042
C 1.812 -3.595 6.292 0.116
C 3.041 -3.659 7.304 -0.139
C 3.821 -2.407 7.555 -0.393
O 4.554 -2.318 8.471 0.166
O 3.279 -4.775 7.898 0.191
O 2.065 0.060 5.065 0.043
H 4.077 -0.440 7.041 0.124
H 1.157 -4.479 6.205 0.104
H 2.813 -5.414 7.589 0.024
H 1.356 -0.136 4.462 0.048
C -1.950 -4.578 2.785 -0.023
C -3.011 -3.565 2.854 -0.394
O -4.178 -3.976 2.467 -0.014
C -2.764 -2.134 3.189 -0.005
H -1.484 -4.693 3.672 0.033
H -1.332 -4.518 1.819 0.112
H -2.435 -5.553 2.715 0.082
H -2.828 -1.962 4.171 0.041
H -3.597 -1.539 2.934 0.070
H -1.895 -1.598 2.860 0.081